Molecular formula: C4H6N2O
Method: DFT, ωB97M-V/def2-TZVPD

Its strongest force on any atom is 2.50 eV/Å. The energy above the lowest of the compared OMol25 structures with the same formula, charge and spin comes out at 48.4 kJ/mol. As for the structure (SMILES): O=C1NC=CCN1. The calculation puts the HOMO energy at -8.5792 eV. The value obtained for the total energy is -340.776461 hartree.

CARTESIAN COORDINATES (ANGSTROEM)
C: -0.902 0.710 -0.948
C: 0.633 0.589 1.020
C: 0.805 -0.907 0.724
C: 0.119 -1.413 -0.317
H: -0.556 2.199 0.322
H: 0.234 0.745 1.982
H: 1.652 1.013 1.117
H: 1.446 -1.507 1.318
H: 0.175 -2.448 -0.543
H: -1.120 -1.011 -1.861
N: -0.124 1.313 -0.024
N: -0.635 -0.594 -1.140
O: -1.726 1.309 -1.650